Entry from the Open Molecules 2025 dataset: a cluster of 2 separate species, C4H11NO2 in total (the ωB97M-V functional and the def2-TZVPD basis).

Values from the calculation:
**E_HOMO**: -9.417 eV
**Spin multiplicity**: 1
**HOMO-LUMO gap**: 0.3662 Ha
**Energy above the lowest of the compared OMol25 structures with the same formula, charge and spin**: 204.8 kJ/mol

Last column: Löwdin charge in e.
Positions of all 18 atoms, in Å:
N 1.353 0.076 2.729  -0.02
C 0.796 -0.871 1.610  -0.22
C 0.017 0.007 0.635  -0.24
C -1.091 -0.802 -0.048  -0.16
C -1.936 0.001 -1.022  -0.20
O -1.371 0.627 -1.927  0.01
H 1.345 1.047 2.387  0.06
H 0.728 0.088 3.446  -0.01
H 0.202 -1.588 2.155  0.09
H 1.778 -1.351 1.255  0.13
H -0.382 0.806 1.339  0.12
H 0.622 0.636 -0.043  0.09
H -1.780 -1.124 0.780  0.12
H -0.573 -1.576 -0.693  0.15
H -2.999 0.076 -0.934  0.11
O 1.659 0.655 -2.056  -0.07
H 0.721 0.683 -2.306  0.01
H 1.847 1.510 -1.677  0.03

***

Entry from the Open Molecules 2025 dataset: a cluster of 2 separate species, C4H11NO2 in total (the ωB97M-V functional and the def2-TZVPD basis).

Values from the calculation:
**E_HOMO**: -9.548 eV
**Spin multiplicity**: 1
**HOMO-LUMO gap**: 0.3801 Ha
**Energy above the lowest of the compared OMol25 structures with the same formula, charge and spin**: 60.6 kJ/mol

Last column: Löwdin charge in e.
Positions of all 18 atoms, in Å:
C 0.000 0.000 0.000  -0.09
C 0.108 0.545 -1.453  -0.17
C -0.899 1.651 -1.777  -0.59
O -2.051 1.446 -2.036  0.06
N -0.399 2.859 -1.611  0.00
C -1.044 4.113 -2.009  -0.05
H 0.365 -1.039 0.068  0.07
H -1.057 0.023 0.316  0.08
H 0.588 0.625 0.693  0.07
H 1.153 0.807 -1.707  0.11
H -0.202 -0.286 -2.115  0.12
H 0.603 2.848 -1.408  0.14
H -1.170 4.689 -1.077  0.08
H -2.037 3.950 -2.460  0.09
H -0.432 4.706 -2.709  0.08
O -3.958 6.792 -3.382  -0.09
H -3.942 6.245 -4.199  0.05
H -4.861 6.662 -3.013  0.05

***

Entry from the Open Molecules 2025 dataset: a cluster of 2 separate species, C4H11NO2 in total (the ωB97M-V functional and the def2-TZVPD basis).

Values from the calculation:
**E_HOMO**: -9.975 eV
**Spin multiplicity**: 1
**HOMO-LUMO gap**: 0.3974 Ha
**Energy above the lowest of the compared OMol25 structures with the same formula, charge and spin**: 44.5 kJ/mol

Last column: Löwdin charge in e.
Positions of all 18 atoms, in Å:
C -0.675 -1.388 -2.451  -0.11
C -0.260 -1.590 -0.995  -0.25
C 0.796 -0.601 -0.559  -0.20
N 0.264 0.753 -0.391  0.02
C 0.232 1.372 0.826  -0.36
O 0.648 0.888 1.841  0.02
H -1.402 -2.146 -2.734  0.07
H -1.151 -0.425 -2.596  0.06
H 0.205 -1.489 -3.084  0.07
H -1.123 -1.434 -0.359  0.11
H 0.129 -2.603 -0.827  0.11
H 1.223 -0.849 0.403  0.11
H 1.603 -0.532 -1.282  0.12
H -0.244 1.160 -1.159  0.12
H -0.219 2.374 0.671  0.14
O -0.338 2.420 4.266  -0.09
H -0.259 1.552 3.834  0.01
H 0.572 2.538 4.596  0.04

***

Entry from the Open Molecules 2025 dataset: a cluster of 2 separate species, C4H11NO2 in total (the ωB97M-V functional and the def2-TZVPD basis).

Values from the calculation:
**E_HOMO**: -9.701 eV
**Spin multiplicity**: 1
**HOMO-LUMO gap**: 0.3895 Ha
**Energy above the lowest of the compared OMol25 structures with the same formula, charge and spin**: 127.1 kJ/mol

Last column: Löwdin charge in e.
Positions of all 18 atoms, in Å:
C 2.249 -0.319 0.275  -0.09
C 1.238 0.566 0.968  -0.25
O -0.093 0.535 0.319  -0.26
C -1.032 1.353 1.003  -0.11
H 1.958 -1.370 0.366  0.08
H 3.239 -0.202 0.725  0.08
H 2.312 -0.081 -0.792  0.08
H 1.571 1.607 0.916  0.11
H 1.123 0.273 2.015  0.12
H -1.196 0.977 2.018  0.09
H -0.675 2.388 1.040  0.08
H -1.984 1.343 0.466  0.09
N -0.778 -1.046 -1.755  0.11
C -2.074 -1.347 -1.420  -0.42
O -2.374 -2.084 -0.495  -0.01
H -0.589 -0.321 -2.432  0.09
H -0.103 -1.225 -1.015  0.08
H -2.790 -1.047 -2.204  0.12

***

Entry from the Open Molecules 2025 dataset: a cluster of 3 separate species, C4H11NO2 in total (the ωB97M-V functional and the def2-TZVPD basis).

Values from the calculation:
**E_HOMO**: -8.845 eV
**Spin multiplicity**: 1
**HOMO-LUMO gap**: 0.3267 Ha
**Energy above the lowest of the compared OMol25 structures with the same formula, charge and spin**: 354.9 kJ/mol

Last column: Löwdin charge in e.
Positions of all 18 atoms, in Å:
C -2.664 0.399 -0.120  -0.05
N -1.445 0.783 -0.057  -0.06
C -0.536 0.278 -0.973  -0.20
C 0.641 0.950 -1.240  -0.14
C 1.887 0.188 -1.486  -0.14
H -3.033 -0.197 -0.992  0.09
H -3.167 0.507 0.939  0.12
H -0.683 -0.787 -1.269  0.13
H 0.851 2.001 -1.065  0.11
H 2.474 0.499 -2.379  0.08
H 1.831 -0.855 -1.915  0.10
H 2.471 0.287 -0.625  0.04
O 1.632 -0.470 1.638  -0.05
H 1.412 0.150 0.924  0.00
H 1.571 0.138 2.367  0.04
O -1.199 -1.141 2.450  -0.01
H -0.557 -1.736 2.222  -0.02
H -1.487 -0.993 1.579  -0.04

***

Entry from the Open Molecules 2025 dataset: a structure of composition C4H11NO2 (the ωB97M-V functional and the def2-TZVPD basis).

Values from the calculation:
**E_HOMO**: -8.645 eV
**Spin multiplicity**: 1
**HOMO-LUMO gap**: 0.3515 Ha
**Energy above the lowest of the compared OMol25 structures with the same formula, charge and spin**: 362.9 kJ/mol

Last column: Löwdin charge in e.
Positions of all 18 atoms, in Å:
C 0.286 -0.477 -0.583  -0.39
C 0.194 1.809 -0.377  -0.15
C 0.757 -2.589 1.097  -0.21
C -1.278 2.056 -0.588  -0.13
N 0.537 0.310 0.506  0.06
O 1.341 -1.709 0.181  -0.25
O -0.994 -0.913 -0.690  0.05
H -1.383 -0.752 0.187  0.12
H 1.541 0.382 0.645  0.11
H 0.779 -0.376 -1.546  0.15
H 0.626 2.498 0.348  0.09
H 0.775 1.902 -1.297  0.10
H 1.369 -3.500 1.172  0.08
H -0.249 -2.926 0.790  0.07
H 0.671 -2.152 2.101  0.07
H -1.670 1.489 -1.436  0.07
H -1.451 3.112 -0.825  0.08
H -1.852 1.835 0.315  0.08

***

Computed E (Ha) in order:
-364.1902 -364.2451 -364.2512 -364.2198 -364.1330 -364.1300